{
  "formula": "H12O8V",
  "method": "the ωB97M-V functional and the def2-TZVPD basis",
  "elements": ["O", "V", "O", "O", "H", "H", "O", "H", "H", "O", "H", "H", "O", "H", "H", "O", "H", "H", "O", "H", "H"],
  "positions_angstrom": [[0.48891, 1.56775, 0.80444], [-0.22452, 0.35935, 0.01876], [0.51362, -1.05261, 0.31349], [-1.52951, 2.01342, -1.16441], [-1.53744, 2.96129, -1.29746], [-2.44949, 1.75534, -1.22164], [3.27115, 1.04555, 1.35751], [2.75755, 1.78167, 1.02499], [2.87252, 0.83702, 2.20241], [0.88557, 0.58812, -1.86749], [0.68125, 1.27962, -2.49703], [1.62274, 0.11850, -2.25769], [-1.70873, 0.25029, 1.77848], [-2.60465, -0.08413, 1.73677], [-1.79306, 1.11229, 2.18600], [0.91911, -3.72876, 1.72999], [1.63456, -4.35381, 1.61303], [1.17555, -2.96971, 1.20624], [-1.55008, -0.95773, -1.57296], [-1.09074, -1.02821, -2.40978], [-2.33437, -1.49519, -1.68369]],
  "forces_ev_per_angstrom": [[-0.941, -2.076, -1.054], [2.096, -0.922, 1.290], [-1.103, 3.092, -0.154], [0.074, -0.829, 0.144], [0.328, 0.461, 0.207], [-0.406, -0.172, -0.251], [0.327, -0.156, -0.252], [-0.120, 0.174, 0.021], [-0.075, -0.078, 0.227], [-0.744, 0.060, 0.188], [-0.254, 0.492, -0.063], [0.465, -0.519, 0.375], [0.546, -0.003, -1.249], [-0.354, -0.478, -0.017], [0.236, 0.499, 0.320], [-0.226, -0.052, 0.074], [0.160, -0.227, 0.052], [0.046, 0.301, -0.118], [-0.044, 0.672, 0.264], [0.315, -0.002, -0.258], [-0.329, -0.237, 0.255]],
  "total_charge": 1,
  "de_lowest_kcal_mol": 16.0,
  "energy_ha": -1552.9048,
  "lumo_energy_ev": -5.110,
  "homo_energy_ev": -13.36,
  "homo_lumo_gap_ev": 8.3
}